Entry from OMol25: a structure of composition C24H34AsIrN2O5S3 (ωB97M-V with the def2-TZVPD basis set).

Output
- charge = 0
- energy above the lowest of the compared OMol25 structures with the same formula, charge and spin (kcal per mole) = 0.0
- spin multiplicity = 5
- molar mass (g/mol) = 793.9
- gap between HOMO and LUMO (spin up / spin down) (eV) = 7.3951 / 7.2903
- HOMO level (spin up / spin down) (eV) = -7.02 / -8.27

Last column: Mulliken spin population.
CARTESIAN COORDINATES (ANGSTROEM)
Ir  -0.390  -0.324  1.026  2.27
O  1.324  -0.360  5.207  0.21
C  0.800  -0.309  4.139  0.06
O  0.952  0.129  2.997  0.30
C  -1.000  -1.286  4.210  0.09
O  -1.094  -1.930  5.207  0.20
O  -1.601  -1.002  3.172  0.28
C  -3.464  -1.241  0.606  -0.01
N  -2.169  -1.537  -0.023  0.14
C  -2.191  -1.127  -1.438  -0.02
C  -1.851  -2.967  0.119  0.00
C  -0.365  -3.229  -0.009  0.01
N  0.397  -2.640  1.102  0.10
C  1.839  -2.690  0.781  0.00
C  0.176  -3.388  2.347  0.00
H  -4.260  -1.861  0.176  0.00
H  -3.716  -0.195  0.437  -0.01
H  -3.404  -1.419  1.678  0.00
H  -2.964  -1.684  -1.984  0.00
H  -1.221  -1.293  -1.900  0.01
H  -2.404  -0.060  -1.502  0.00
H  -2.390  -3.551  -0.635  0.00
H  -2.209  -3.290  1.095  0.00
H  0.009  -2.780  -0.930  0.00
H  -0.187  -4.310  -0.065  0.00
H  2.163  -3.727  0.620  0.00
H  2.406  -2.269  1.611  0.00
H  2.035  -2.104  -0.114  0.00
H  0.480  -4.434  2.218  0.00
H  -0.866  -3.358  2.656  0.02
H  0.775  -2.955  3.146  -0.01
C  -0.625  3.205  2.314  -0.01
As  -1.704  1.776  1.568  0.15
C  -3.018  1.651  2.995  0.01
C  -2.828  2.708  0.292  -0.01
H  -1.248  4.069  2.534  0.00
H  0.164  3.481  1.622  0.00
H  -0.167  2.838  3.231  0.00
H  -3.435  2.641  3.164  0.00
H  -2.543  1.287  3.902  0.00
H  -3.814  0.960  2.721  0.00
H  -3.127  3.665  0.717  0.00
H  -3.720  2.110  0.101  0.00
H  -2.305  2.864  -0.644  0.00
O  0.754  -0.327  -0.744  0.19
C  1.458  0.586  -1.557  -0.02
C  2.058  -0.222  -2.730  0.01
C  2.857  0.169  -3.759  0.00
C  3.187  -0.896  -4.655  0.00
C  2.630  -2.079  -4.284  0.00
S  1.707  -1.904  -2.851  0.00
C  2.612  1.217  -0.772  0.00
C  3.480  2.208  -1.128  0.00
C  4.466  2.469  -0.130  0.00
C  4.322  1.669  0.961  0.00
S  3.002  0.601  0.777  0.01
C  0.588  1.682  -2.196  0.02
C  -0.222  1.547  -3.285  0.00
C  -0.857  2.765  -3.676  0.00
C  -0.502  3.811  -2.880  0.00
S  0.584  3.317  -1.654  0.00
H  3.205  1.190  -3.889  0.00
H  3.817  -0.774  -5.530  0.00
H  2.717  -3.045  -4.769  0.00
H  3.417  2.751  -2.065  0.00
H  5.236  3.226  -0.221  0.00
H  4.910  1.659  1.869  0.00
H  -0.331  0.609  -3.821  0.00
H  -1.524  2.857  -4.527  0.00
H  -0.808  4.847  -2.952  0.00